The following is a DFT calculation (ωB97M-V with the def2-TZVPD basis set) of a 4-piece molecular cluster, C26H34BNO6 overall at a distorted geometry.

molecular weight: 467.4 g mol⁻¹
LUMO: 0.466 eV
2S+1: 1
structure (SMILES): CC[C@@H](O)O[C@H](COCOC#N)B(O)OC.c1ccccc1.c1ccccc1.c1ccccc1
HOMO level: -9.49 eV
net charge: 0

Cartesian coordinates (Å):
C 4.781 -3.668 0.097
C 3.443 -3.501 -0.743
C 2.703 -2.247 -0.128
O 3.587 -1.137 -0.319
O 1.490 -2.093 -0.833
C 0.385 -1.750 0.027
C -0.955 -1.933 -0.804
O -1.710 -3.080 -0.408
C -2.345 -2.892 0.827
O -2.481 -4.214 1.426
C -1.241 -4.595 1.747
N -0.300 -4.743 2.357
B 0.492 -0.149 0.299
O 0.758 0.605 -0.843
O 0.367 0.443 1.573
C 1.589 0.322 2.324
H 4.495 -3.469 1.157
H 5.135 -4.714 0.024
H 5.501 -2.923 -0.285
H 3.655 -3.208 -1.797
H 2.827 -4.419 -0.680
H 2.562 -2.409 0.962
H 3.546 -0.965 -1.277
H 0.333 -2.345 0.966
H -1.537 -0.983 -0.804
H -0.620 -2.121 -1.849
H -1.769 -2.268 1.548
H -3.388 -2.509 0.718
H 0.895 1.540 -0.616
H 1.335 0.113 3.388
H 2.209 1.251 2.309
H 2.253 -0.504 1.989
C 4.304 5.237 0.598
C 5.635 5.140 0.981
C 6.220 3.892 1.150
C 5.477 2.739 0.926
C 4.147 2.836 0.537
C 3.560 4.084 0.380
H 3.845 6.211 0.470
H 6.217 6.039 1.149
H 7.257 3.816 1.456
H 5.935 1.766 1.052
H 3.564 1.939 0.358
H 2.520 4.160 0.082
C -7.835 -2.381 -1.134
C -8.180 -3.252 -0.109
C -7.291 -4.240 0.294
C -6.051 -4.352 -0.324
C -5.705 -3.478 -1.348
C -6.598 -2.496 -1.756
H -8.531 -1.613 -1.450
H -9.144 -3.161 0.378
H -7.563 -4.923 1.089
H -5.355 -5.119 -0.008
H -4.737 -3.565 -1.829
H -6.330 -1.818 -2.558
C -0.125 5.256 -0.226
C -0.711 4.027 0.048
C -1.704 3.531 -0.787
C -2.102 4.261 -1.901
C -1.511 5.490 -2.175
C -0.525 5.990 -1.334
H 0.647 5.642 0.430
H -0.396 3.455 0.915
H -2.168 2.576 -0.570
H -2.873 3.873 -2.555
H -1.822 6.057 -3.044
H -0.069 6.950 -1.543